Record 1
A molecular structure, C34H35BCsN14O6S, computed with wB97M-V/def2-TZVPD.

Last column: Löwdin charge in e.
Positions of all 92 atoms, in Å:
Cs -0.776 -1.139 -1.860  1.025
C 1.502 3.058 -3.956  -0.067
C 0.733 1.881 -3.880  -0.174
N -0.084 1.909 -2.843  0.023
N 0.120 3.105 -2.237  -0.014
C 1.079 3.806 -2.884  -0.092
B -0.465 3.381 -0.851  -0.678
N 0.605 3.168 0.238  0.002
C 0.716 3.806 1.420  -0.110
C 1.850 3.337 2.049  -0.095
C 2.381 2.408 1.133  -0.191
N 1.621 2.301 0.057  0.105
N -1.686 2.465 -0.639  -0.025
C -2.702 2.305 -1.508  -0.115
C -3.640 1.480 -0.928  -0.069
C -3.084 1.169 0.322  -0.171
N -1.910 1.767 0.494  0.074
N -0.977 4.845 -0.695  -0.016
C -2.157 5.249 -0.178  -0.098
C -2.131 6.623 -0.082  -0.091
C -0.860 6.970 -0.569  -0.185
N -0.170 5.899 -0.927  0.070
H 2.258 3.311 -4.679  0.084
H 0.756 1.011 -4.519  0.100
H 1.378 4.774 -2.519  0.098
H 0.004 4.562 1.712  0.118
H 2.257 3.660 2.994  0.079
H 3.274 1.807 1.214  0.099
H -2.669 2.772 -2.478  0.128
H -4.564 1.127 -1.352  0.091
H -3.476 0.518 1.089  0.083
H -2.925 4.538 0.078  0.113
H -2.912 7.270 0.280  0.075
H -0.418 7.950 -0.675  0.086
N -2.100 -2.583 1.063  0.061
C -2.571 -2.012 2.310  -0.326
C -2.046 -2.732 3.574  -0.123
C -2.491 -2.146 4.920  -0.176
C -1.603 -1.039 5.496  -0.187
N -1.119 -0.029 4.576  0.053
C -1.870 0.971 4.043  -0.549
N -1.169 2.024 3.486  0.145
N -3.163 0.909 4.081  0.110
C -4.094 -2.081 2.312  -0.522
O -4.730 -1.095 2.942  0.071
O -4.699 -3.008 1.836  0.098
H -2.657 -3.394 0.817  0.080
H -1.123 -2.852 1.099  0.025
H -2.277 -0.961 2.355  0.109
H -0.952 -2.748 3.509  0.114
H -2.379 -3.771 3.503  0.120
H -2.489 -2.945 5.668  0.108
H -3.521 -1.798 4.862  0.095
H -0.702 -1.504 5.905  0.116
H -2.129 -0.556 6.325  0.114
H -0.142 -0.047 4.349  0.097
H -0.160 1.962 3.517  0.062
H -1.471 2.256 2.538  0.056
H -4.095 -0.424 3.329  0.041
H -3.549 1.783 3.734  0.064
S 2.840 -2.016 2.403  1.030
C 2.040 -0.557 2.843  -0.438
C 0.955 -0.301 2.054  -0.209
C 0.808 -1.339 1.123  -0.065
C 1.726 -2.324 1.108  -0.480
C 1.846 -3.382 0.093  -0.315
C 3.076 -3.863 -0.330  -0.026
C 3.113 -4.707 -1.432  -0.039
C 1.928 -5.041 -2.059  -0.041
C 0.742 -4.534 -1.541  -0.129
N 0.688 -3.726 -0.485  0.079
H 2.457 0.065 3.621  0.067
H 0.344 0.588 2.063  0.072
H 3.987 -3.523 0.146  0.101
H 4.061 -5.049 -1.826  0.114
H 1.895 -5.614 -2.974  0.110
H -0.196 -4.754 -2.038  0.116
O 5.092 -3.718 -6.431  -0.066
C 5.233 -2.734 -5.679  -0.704
O 6.254 -2.052 -5.446  -0.080
C 3.964 -2.302 -4.899  -0.111
C 4.003 -1.216 -4.030  -0.020
C 2.871 -0.891 -3.304  -0.161
N 1.711 -1.545 -3.416  -0.005
C 1.657 -2.576 -4.269  -0.211
C 2.762 -2.987 -5.009  0.039
C 0.326 -3.348 -4.354  -0.709
O 0.400 -4.537 -4.709  -0.039
O -0.709 -2.716 -4.003  -0.316
H 4.928 -0.665 -3.925  0.102
H 2.881 -0.061 -2.601  0.098
H 2.689 -3.845 -5.662  0.118

Calculated values
* lowest unoccupied orbital energy (spin up / spin down): 0.1167 / 0.0935 Ha
* relative energy (zero: lowest compared OMol25 entry of this formula, charge and spin): 6.4 kJ/mol
* Kohn-Sham gap (spin up / spin down): 6.24 / 5.61 eV
* total charge: -2
* spin multiplicity: 2


Record 2
14 unconnected molecules or ions with the total composition C34H35BrCl52NO3SSi, computed with wB97M-V/def2-TZVPD.

Last column: Löwdin charge in e.
Positions of all 128 atoms, in Å:
C 3.763 -1.056 6.119  -0.161
C 3.121 -0.021 5.175  -0.537
S 4.340 0.786 4.104  0.862
C 3.478 0.620 2.502  -0.458
N 3.239 -0.781 2.175  -0.220
O 4.440 -1.505 2.167  -0.121
C 2.453 -0.930 0.911  -0.620
Br 3.476 -1.822 -0.538  0.764
C 1.252 -1.823 1.185  -0.241
C 1.512 -3.192 1.804  -0.212
C 0.154 -3.792 2.200  -0.197
C -0.733 -4.052 0.958  -0.261
C -1.860 -3.023 0.826  -0.249
C -2.897 -2.971 1.969  -0.203
C -4.345 -2.937 1.441  -0.259
C -5.293 -2.115 2.354  -0.245
Si -5.923 -0.515 1.571  0.601
C -7.221 0.189 2.762  -0.226
C -6.715 -0.793 -0.114  -0.155
C -4.514 0.741 1.506  -0.310
C -3.250 0.382 1.024  -0.212
C -2.175 1.263 0.988  -0.149
C -2.357 2.562 1.451  -0.115
C -3.605 2.952 1.909  -0.109
C -4.670 2.062 1.938  -0.137
C 1.943 0.453 0.362  -0.756
O 0.847 0.796 0.873  -0.087
O 2.608 1.066 -0.481  -0.084
H 3.240 -1.037 7.074  0.005
H 3.679 -2.046 5.675  0.070
H 4.815 -0.812 6.256  0.052
H 2.536 0.726 5.712  0.058
H 2.424 -0.536 4.513  0.062
H 2.523 1.120 2.617  0.088
H 4.110 1.126 1.763  0.092
H 5.122 -0.942 1.765  0.079
H 0.676 -1.919 0.267  0.105
H 0.675 -1.256 1.920  0.122
H 2.143 -3.113 2.693  0.106
H 2.025 -3.868 1.115  0.094
H 0.317 -4.745 2.712  0.102
H -0.316 -3.114 2.915  0.106
H -1.173 -5.051 1.026  0.100
H -0.137 -3.976 0.048  0.046
H -2.396 -3.201 -0.113  0.034
H -1.407 -2.036 0.726  0.094
H -2.747 -2.017 2.477  0.095
H -2.759 -3.783 2.683  0.115
H -4.705 -3.969 1.389  0.105
H -4.375 -2.558 0.416  0.078
H -4.739 -1.817 3.249  0.077
H -6.157 -2.703 2.674  0.068
H -6.660 0.742 3.520  0.028
H -7.923 0.851 2.271  -0.028
H -7.711 -0.638 3.278  0.021
H -6.521 -1.797 -0.499  0.025
H -6.400 -0.072 -0.867  0.010
H -7.799 -0.716 -0.002  0.025
H -3.096 -0.622 0.652  0.085
H -1.212 0.920 0.620  0.076
H -1.514 3.241 1.440  0.099
H -3.754 3.964 2.269  0.101
H -5.635 2.395 2.305  0.073
C 1.138 3.871 -2.283  -2.027
Cl -0.019 3.072 -1.241  0.582
Cl 1.931 2.687 -3.322  0.541
Cl 0.310 5.078 -3.310  0.455
Cl 2.353 4.702 -1.305  0.528
C -3.907 2.369 -2.711  -1.977
Cl -5.571 2.671 -3.265  0.497
Cl -2.977 3.858 -2.815  0.488
Cl -3.938 1.804 -1.040  0.755
Cl -3.168 1.135 -3.737  0.525
C 6.128 -3.961 -3.130  -2.042
Cl 4.747 -2.909 -3.428  0.492
Cl 7.605 -2.995 -3.075  0.506
Cl 5.914 -4.809 -1.599  0.531
Cl 6.217 -5.144 -4.448  0.476
C 4.624 -8.626 -6.371  -2.042
Cl 6.002 -7.538 -6.562  0.499
Cl 5.156 -10.145 -5.639  0.524
Cl 3.449 -7.845 -5.309  0.510
Cl 3.905 -8.955 -7.949  0.516
C 1.800 -1.493 10.444  -2.060
Cl 2.751 -0.987 11.848  0.512
Cl 2.614 -2.834 9.636  0.530
Cl 0.197 -2.012 10.979  0.515
Cl 1.639 -0.140 9.324  0.539
C 9.286 0.586 -5.196  -2.052
Cl 10.469 0.735 -3.891  0.491
Cl 9.840 -0.633 -6.354  0.516
Cl 7.732 0.105 -4.528  0.526
Cl 9.126 2.142 -6.022  0.514
C -4.077 7.843 -4.020  -2.055
Cl -4.477 8.908 -2.666  0.516
Cl -2.336 7.543 -4.030  0.514
Cl -4.939 6.318 -3.847  0.501
Cl -4.547 8.624 -5.538  0.512
C 11.149 4.521 -2.228  -2.043
Cl 11.777 5.693 -3.392  0.492
Cl 11.147 5.247 -0.614  0.519
Cl 9.505 4.074 -2.669  0.533
Cl 12.189 3.089 -2.220  0.502
C -0.345 -8.470 -6.403  -2.053
Cl 0.234 -7.517 -7.773  0.518
Cl 0.050 -7.637 -4.904  0.493
Cl -2.101 -8.658 -6.522  0.520
Cl 0.420 -10.063 -6.425  0.514
C 11.263 9.861 -3.619  -2.057
Cl 9.874 10.947 -3.723  0.524
Cl 12.752 10.815 -3.572  0.516
Cl 11.143 8.887 -2.155  0.509
Cl 11.290 8.808 -5.039  0.508
C -1.488 -3.810 -3.421  -2.015
Cl -2.664 -2.492 -3.415  0.525
Cl 0.123 -3.164 -3.729  0.548
Cl -1.505 -4.618 -1.851  0.634
Cl -1.908 -4.981 -4.681  0.492
C -10.133 2.894 3.793  -2.033
Cl -11.446 3.131 2.633  0.502
Cl -10.114 1.204 4.305  0.552
Cl -8.591 3.318 3.039  0.544
Cl -10.396 3.935 5.198  0.522
C -10.682 6.535 0.018  -2.056
Cl -10.106 6.255 1.661  0.502
Cl -11.543 5.103 -0.559  0.511
Cl -11.780 7.922 0.005  0.516
Cl -9.310 6.860 -1.042  0.530

Calculated values
* lowest unoccupied orbital energy: 0.0458 Ha
* Kohn-Sham gap: 6.96 eV
* total charge: -1


Number 1: M 911.53 g/mol, largest force on an atom 0.862 eV/A. Number 2: M 2489.27 g/mol, largest force on an atom 2.085 eV/A.